Entry 1:
{
  "formula": "C8H10N2O4",
  "method": "ωB97M-V/def2-TZVPD",
  "elements": ["O", "O", "O", "O", "N", "N", "C", "C", "C", "C", "C", "C", "C", "C", "H", "H", "H", "H", "H", "H", "H", "H", "H", "H"],
  "xyz": [[1.165, -1.554, -1.506], [-0.344, 2.781, 0.891], [-0.894, -1.821, -2.028], [-0.818, 0.975, 1.890], [-0.434, 1.575, 0.936], [-0.019, -1.458, -1.309], [-0.380, -0.746, -0.065], [-0.420, 1.437, -1.531], [-2.005, -0.791, 0.196], [2.227, -0.050, 0.724], [0.151, 0.786, -0.198], [1.488, -1.065, 1.445], [1.590, 0.862, -0.030], [0.223, -1.316, 1.129], [-2.053, -0.308, 1.151], [-1.162, 0.774, -1.915], [-0.842, 2.450, -1.358], [-2.341, -1.816, 0.422], [-0.463, -2.154, 1.481], [-2.563, -0.318, -0.515], [2.163, -1.550, 2.122], [2.043, 1.770, -0.567], [3.296, -0.045, 0.896], [0.391, 1.585, -2.260]],
  "forces_ev_per_angstrom": [[0.71, -0.54, -0.66], [-0.05, 0.46, -0.44], [-1.17, -0.61, -1.16], [-0.58, -0.33, 1.75], [0.75, 0.92, 0.13], [0.90, 0.51, 0.72], [-3.34, 3.16, 0.97], [1.25, 0.57, 0.90], [3.55, -1.63, 1.64], [-0.16, 1.50, -0.71], [-2.99, -1.00, -2.28], [0.25, -0.17, -0.34], [2.62, 1.36, -0.40], [-0.02, -3.41, 0.65], [-0.58, 0.30, 0.14], [-0.57, -0.25, -0.56], [0.22, -0.83, 0.13], [0.28, 0.20, -0.74], [1.59, 1.05, 0.37], [-1.45, 1.09, -1.95], [-0.71, -0.63, 0.81], [-0.24, -1.66, 1.08], [0.00, 0.28, -0.25], [-0.27, -0.34, 0.19]],
  "lowdin_charge": [0.12, 0.09, 0.12, 0.09, -0.34, -0.36, -0.29, 0.03, 0.03, -0.05, -0.30, -0.05, -0.04, -0.05, 0.06, 0.06, 0.10, 0.10, 0.15, 0.05, 0.11, 0.16, 0.11, 0.10],
  "homo_energy_ev": -9.142,
  "orbital_gap_ev": 8.61,
  "smiles": "C[C@]1([N+](=O)[O-])C=CC=C[C@]1(C)[N+](=O)[O-]",
  "energy_ev": -19620.52291,
  "relative_energy_kcal_mol": 182.4,
  "multiplicity": 1,
  "total_charge": 0
}

Entry 2:
{
  "formula": "C46H59F3N2OPPtSSb2",
  "method": "ωB97M-V/def2-TZVPD",
  "elements": ["Pt", "Sb", "Sb", "S", "P", "F", "F", "F", "O", "N", "N", "C", "C", "C", "C", "C", "C", "C", "C", "C", "C", "C", "C", "C", "C", "C", "C", "C", "C", "C", "C", "C", "C", "C", "C", "C", "C", "C", "C", "C", "C", "C", "C", "C", "C", "C", "C", "C", "C", "C", "C", "C", "C", "C", "C", "C", "C", "H", "H", "H", "H", "H", "H", "H", "H", "H", "H", "H", "H", "H", "H", "H", "H", "H", "H", "H", "H", "H", "H", "H", "H", "H", "H", "H", "H", "H", "H", "H", "H", "H", "H", "H", "H", "H", "H", "H", "H", "H", "H", "H", "H", "H", "H", "H", "H", "H", "H", "H", "H", "H", "H", "H", "H", "H", "H", "H"],
  "xyz": [[-0.934, -1.306, -0.213], [3.891, 1.677, -1.199], [-1.550, 1.477, 0.288], [-2.531, -1.484, 1.585], [-0.364, -2.641, -2.110], [-5.087, -0.318, 2.900], [-5.088, -2.481, 2.791], [-6.901, -1.379, 2.370], [0.969, -1.851, 1.231], [2.065, -3.360, 2.502], [-3.390, -1.101, -0.821], [-0.399, 2.255, 4.455], [-0.846, 2.373, 2.097], [5.515, 1.325, 1.365], [4.203, 1.435, 0.913], [-1.384, -4.954, -3.410], [0.197, -2.303, -4.894], [3.394, 1.387, 3.160], [-5.586, -1.373, 2.219], [1.048, -2.528, 2.289], [-0.230, 4.357, 3.296], [1.725, 1.545, -1.517], [-5.176, -1.277, 0.766], [4.215, 4.330, -2.758], [-5.303, 3.255, 1.583], [-2.338, -4.396, -1.156], [5.762, 1.254, 2.728], [0.029, -2.422, 3.387], [-5.653, -1.076, -1.564], [1.101, -4.616, -0.813], [2.166, -4.187, 3.704], [3.208, -3.434, 1.605], [2.377, -2.666, -1.777], [-6.106, -1.191, -0.257], [-0.525, 2.746, -1.178], [-4.123, 2.527, 1.534], [4.434, 3.729, -1.522], [-0.127, 3.615, 4.465], [-1.267, -0.582, -3.770], [1.009, 2.809, -1.071], [5.391, 5.738, -0.653], [-5.259, 3.510, -0.814], [-1.761, -3.814, -2.459], [-3.510, 2.318, 0.305], [-0.097, -1.553, -3.595], [4.571, 5.659, -2.924], [4.698, 1.273, 3.621], [-3.814, -1.256, 0.438], [-0.759, 1.630, 3.268], [1.195, -3.619, -1.970], [-4.078, 2.784, -0.876], [5.049, 4.407, -0.472], [3.136, 1.456, 1.798], [-5.870, 3.740, 0.411], [-4.287, -1.031, -1.799], [-0.592, 3.740, 2.107], [5.169, 6.355, -1.878], [0.824, -4.101, 0.108], [1.215, -4.652, 3.950], [-0.628, -5.603, -2.972], [2.546, -2.045, -2.659], [-2.133, -1.091, -4.193], [0.515, -1.586, -5.652], [6.342, 1.293, 0.666], [-6.796, 4.297, 0.454], [-2.530, -3.192, -2.928], [1.331, 3.646, -1.695], [1.298, 3.052, -0.044], [-6.348, -1.021, -2.389], [3.778, 3.781, -3.583], [6.780, 1.192, 3.088], [0.504, -2.380, 4.364], [-1.552, -0.130, -2.815], [5.232, 3.921, 0.477], [-0.929, 3.743, -0.999], [0.162, 4.099, 5.389], [5.487, 7.377, -2.029], [-0.989, 0.212, -4.464], [2.115, 1.532, 1.447], [4.890, 1.202, 4.684], [-5.699, 3.899, -1.723], [-7.162, -1.226, -0.026], [1.571, 1.356, -2.580], [4.400, 6.142, -3.876], [-0.991, 0.572, 3.256], [-2.314, -3.675, -0.340], [0.365, -5.392, -1.009], [5.839, 6.285, 0.165], [2.566, 1.432, 3.855], [2.189, -2.027, -0.907], [4.122, -3.261, 2.173], [-3.686, 2.149, 2.451], [3.290, -3.236, -1.602], [1.317, -4.162, -2.910], [-3.370, -4.709, -1.314], [0.996, -3.035, -4.782], [-1.776, -5.274, -0.843], [-3.601, 2.606, -1.833], [3.263, -4.424, 1.152], [-0.648, -3.280, 3.371], [-2.272, -5.562, -3.588], [-0.343, 1.679, 5.369], [1.388, 0.667, -0.953], [-0.692, -2.802, -5.277], [2.892, -4.975, 3.523], [3.117, -2.678, 0.834], [-0.036, 5.421, 3.309], [-5.774, 3.444, 2.538], [-3.896, -0.932, -2.803], [0.789, -0.968, -3.333], [-0.692, 4.337, 1.208], [-0.555, -1.521, 3.244], [2.062, -5.110, -0.675], [2.508, -3.602, 4.561], [-0.836, 2.423, -2.172], [-1.023, -4.612, -4.376]],
  "forces_ev_per_angstrom": [[-0.61, 0.36, 0.76], [-0.38, 0.97, 0.83], [0.47, 0.65, 0.12], [0.80, -0.02, -0.51], [0.15, -0.39, -0.31], [-0.06, -0.09, -0.06], [-0.08, 0.06, -0.09], [-0.03, 0.02, -0.08], [-0.24, 0.21, -0.28], [0.00, 0.06, -0.02], [0.16, -0.13, 0.10], [-0.01, -0.08, 0.02], [-0.09, -0.44, -0.39], [0.10, -0.02, -0.07], [0.10, -0.11, -0.84], [-0.03, 0.05, -0.10], [0.08, 0.04, 0.03], [-0.10, -0.02, 0.00], [0.05, -0.02, 0.21], [0.15, -0.10, 0.06], [0.05, 0.06, -0.04], [0.22, -0.24, -0.03], [0.37, -0.01, 0.05], [-0.04, 0.06, -0.10], [-0.04, -0.08, -0.01], [-0.01, 0.06, -0.10], [-0.02, -0.01, -0.01], [-0.07, 0.02, -0.08], [-0.07, -0.04, 0.06], [-0.14, -0.02, -0.13], [-0.03, 0.02, 0.24], [0.07, 0.07, -0.10], [-0.11, 0.15, -0.08], [0.07, 0.01, 0.03], [0.13, -0.38, 0.15], [0.03, 0.02, 0.03], [-0.08, -0.91, -0.02], [0.03, -0.03, 0.02], [0.10, -0.03, 0.04], [-0.13, 0.20, 0.20], [0.00, -0.03, 0.01], [-0.04, -0.05, -0.08], [0.13, 0.04, 0.25], [0.42, -0.43, -0.16], [-0.27, 0.05, 0.23], [-0.02, -0.07, -0.06], [0.02, 0.05, 0.04], [-0.71, 0.05, -0.18], [0.03, -0.03, -0.05], [-0.08, 0.15, 0.27], [0.03, -0.01, -0.02], [-0.04, 0.05, 0.11], [-0.14, -0.05, -0.01], [0.00, -0.01, 0.04], [0.01, 0.05, -0.15], [0.03, 0.02, 0.02], [0.04, -0.01, 0.03], [0.07, -0.07, 0.04], [0.01, -0.01, -0.03], [-0.01, -0.02, 0.01], [0.03, -0.01, 0.03], [-0.02, 0.00, 0.00], [0.00, 0.01, 0.00], [0.03, 0.03, 0.04], [0.02, 0.05, 0.00], [0.07, 0.07, -0.01], [0.07, 0.03, 0.07], [-0.07, 0.12, -0.02], [0.01, 0.01, -0.02], [0.01, 0.01, -0.02], [-0.02, -0.05, 0.00], [-0.04, -0.03, 0.02], [-0.05, 0.07, -0.07], [0.03, 0.04, -0.01], [-0.15, -0.03, -0.02], [-0.03, 0.02, 0.01], [-0.06, 0.03, 0.02], [-0.04, 0.00, -0.03], [-0.08, 0.00, 0.05], [0.00, 0.04, -0.01], [-0.02, -0.01, 0.00], [0.00, 0.03, -0.03], [0.02, -0.08, -0.02], [0.02, 0.02, 0.00], [0.04, 0.01, 0.06], [-0.12, -0.05, 0.06], [0.00, -0.03, 0.03], [0.04, 0.02, -0.03], [0.00, -0.03, 0.04], [0.11, 0.00, -0.10], [-0.01, 0.00, 0.03], [0.02, 0.05, 0.01], [-0.02, -0.01, 0.01], [-0.08, 0.00, -0.01], [0.00, -0.01, -0.02], [-0.01, -0.03, -0.05], [0.00, 0.00, 0.03], [-0.02, 0.05, -0.03], [0.04, 0.04, 0.01], [0.02, -0.02, 0.04], [0.00, -0.02, 0.01], [0.00, 0.03, 0.01], [0.15, -0.05, -0.03], [0.00, 0.00, 0.00], [-0.02, 0.00, -0.05], [0.01, -0.05, 0.06], [0.00, 0.00, 0.01], [-0.04, -0.02, -0.01], [-0.03, 0.05, 0.01], [0.00, -0.02, 0.12], [0.01, 0.02, 0.01], [0.04, 0.06, 0.01], [0.00, 0.02, 0.00], [0.02, -0.02, -0.03], [-0.05, 0.03, -0.01], [0.00, -0.03, 0.00]],
  "lowdin_charge": [0.63, 1.74, 1.53, 0.79, 0.96, 0.13, 0.14, 0.19, -0.16, -0.12, -0.04, -0.07, -0.39, -0.14, -0.39, -0.08, -0.08, -0.05, -0.61, -0.48, -0.05, -0.36, -0.08, -0.13, -0.05, -0.11, -0.05, -0.01, 0.02, -0.09, -0.01, -0.01, -0.11, 0.06, -0.31, -0.12, -0.38, -0.05, -0.12, -0.36, -0.04, -0.06, -0.50, -0.37, -0.53, -0.05, -0.04, -0.67, -0.14, -0.51, -0.13, -0.11, -0.12, -0.04, -0.10, -0.12, -0.03, 0.06, 0.10, 0.08, 0.07, 0.08, 0.10, 0.11, 0.12, 0.10, 0.11, 0.08, 0.13, 0.11, 0.12, 0.10, 0.02, 0.09, 0.07, 0.12, 0.13, 0.09, 0.08, 0.12, 0.12, 0.14, 0.05, 0.12, 0.06, 0.01, 0.06, 0.12, 0.10, 0.04, 0.11, 0.10, 0.10, 0.11, 0.10, 0.08, 0.08, 0.10, 0.10, 0.10, 0.10, 0.12, 0.02, 0.08, 0.10, 0.06, 0.12, 0.12, 0.11, 0.08, 0.10, 0.01, 0.09, 0.11, 0.06, 0.06],
  "homo_energy_ev": [-15.263, -15.915],
  "orbital_gap_ev": [8.63, 5.59],
  "energy_ev": -98260.02794,
  "s2": 6.03,
  "relative_energy_kcal_mol": 7.6,
  "multiplicity": 5,
  "total_charge": 3
}

Entry 3:
{
  "formula": "C5H8N2",
  "method": "ωB97M-V/def2-TZVPD",
  "elements": ["N", "N", "C", "C", "C", "C", "C", "H", "H", "H", "H", "H", "H", "H", "H"],
  "xyz": [[0.737, -2.382, 2.139], [-0.698, 0.819, 1.925], [-0.076, 0.819, -1.876], [-0.645, -0.524, -0.112], [0.123, -0.027, 1.087], [0.212, -0.606, -1.304], [0.484, -1.352, 1.677], [1.073, 0.487, 0.862], [0.261, 0.854, -2.915], [-1.626, 0.414, 1.995], [-1.147, 1.048, -1.853], [1.297, -0.715, -1.146], [0.451, 1.591, -1.309], [-0.309, 0.921, 2.856], [-0.138, -1.349, -2.025]],
  "forces_ev_per_angstrom": [[-0.21, 0.93, -0.43], [-0.05, -0.08, 0.21], [-0.04, 0.22, 0.00], [0.30, 0.08, -0.16], [0.03, 0.01, -0.12], [-0.02, -0.23, 0.04], [0.23, -0.83, 0.37], [-0.14, -0.08, -0.02], [-0.03, -0.05, 0.18], [0.07, 0.05, 0.00], [0.16, -0.03, -0.04], [-0.18, 0.02, 0.04], [-0.08, -0.12, -0.07], [-0.04, 0.00, -0.09], [0.01, 0.11, 0.11]],
  "lowdin_charge": [0.17, 0.04, -0.09, 0.07, -0.47, -0.29, -0.19, 0.14, 0.08, 0.08, 0.08, 0.11, 0.08, 0.08, 0.10],
  "homo_energy_ev": -9.153,
  "orbital_gap_ev": 8.65,
  "energy_ev": -8290.85072,
  "relative_energy_kcal_mol": 95.6,
  "multiplicity": 1,
  "total_charge": 0
}

Repeat the third record exactly.
{
  "formula": "C5H8N2",
  "method": "ωB97M-V/def2-TZVPD",
  "elements": ["N", "N", "C", "C", "C", "C", "C", "H", "H", "H", "H", "H", "H", "H", "H"],
  "xyz": [[0.737, -2.382, 2.139], [-0.698, 0.819, 1.925], [-0.076, 0.819, -1.876], [-0.645, -0.524, -0.112], [0.123, -0.027, 1.087], [0.212, -0.606, -1.304], [0.484, -1.352, 1.677], [1.073, 0.487, 0.862], [0.261, 0.854, -2.915], [-1.626, 0.414, 1.995], [-1.147, 1.048, -1.853], [1.297, -0.715, -1.146], [0.451, 1.591, -1.309], [-0.309, 0.921, 2.856], [-0.138, -1.349, -2.025]],
  "forces_ev_per_angstrom": [[-0.21, 0.93, -0.43], [-0.05, -0.08, 0.21], [-0.04, 0.22, 0.00], [0.30, 0.08, -0.16], [0.03, 0.01, -0.12], [-0.02, -0.23, 0.04], [0.23, -0.83, 0.37], [-0.14, -0.08, -0.02], [-0.03, -0.05, 0.18], [0.07, 0.05, 0.00], [0.16, -0.03, -0.04], [-0.18, 0.02, 0.04], [-0.08, -0.12, -0.07], [-0.04, 0.00, -0.09], [0.01, 0.11, 0.11]],
  "lowdin_charge": [0.17, 0.04, -0.09, 0.07, -0.47, -0.29, -0.19, 0.14, 0.08, 0.08, 0.08, 0.11, 0.08, 0.08, 0.10],
  "homo_energy_ev": -9.153,
  "orbital_gap_ev": 8.65,
  "energy_ev": -8290.85072,
  "relative_energy_kcal_mol": 95.6,
  "multiplicity": 1,
  "total_charge": 0
}